Computed, not measured: a cluster of 2 separate species, C10H16B2F7I2N3O2 in total, with ωB97M-V with the def2-TZVPD basis set.

Structure (XYZ):
```
42
Properties=species:S:1:pos:R:3:forces:R:3
C -2.7064 2.0904 0.0564 -1.17 1.19 -0.16
C -3.7585 1.0941 -0.6291 0.03 -0.13 1.09
I -4.5779 1.8987 -2.5225 -0.36 1.18 1.62
C -3.2364 -0.4144 -0.9090 -1.55 -0.18 0.40
I -3.1711 -0.8966 -3.0724 1.13 -1.34 1.02
N -1.9984 -0.8109 -0.1951 2.57 -2.64 4.05
C -2.0871 -1.7040 0.9576 0.82 0.30 -0.62
N -0.8080 -2.0576 1.5512 -2.31 4.24 -5.36
C 0.1487 -1.3039 0.7225 -1.56 1.39 -1.78
C 1.7136 -1.4223 1.0218 -0.90 -1.95 -0.14
O 2.5070 -0.2962 0.5731 -0.73 1.28 2.72
C 2.6565 0.6895 1.5797 1.67 1.42 -0.30
F 1.4207 1.3769 1.8225 2.92 -1.93 -0.06
F 3.2646 0.2198 2.7732 -2.37 1.23 -3.17
F 3.5559 1.6859 1.0600 -2.48 -2.66 1.26
C -0.5851 -0.4995 -0.3900 0.22 -3.13 4.07
B 0.0375 0.4494 -1.5561 1.40 0.07 -2.05
O 0.7396 -0.2298 -2.6560 -2.29 0.69 1.60
N 0.0120 1.9440 -1.6050 0.52 -0.47 -0.98
C 1.4754 2.3525 -1.6330 1.00 -0.36 0.27
C -0.5455 2.4626 -2.9068 -0.58 0.58 -1.17
H -3.3217 2.7946 0.7448 0.98 -1.20 -1.17
H -1.9244 1.6041 0.7287 -0.97 0.52 -1.26
H -2.2805 2.7666 -0.7628 -0.10 -1.21 1.51
H -4.6733 1.0251 0.0787 1.50 -0.12 -1.40
H -4.0705 -1.1146 -0.5096 1.62 1.09 -0.78
H -3.1284 -2.0605 1.3021 2.19 0.48 -0.51
H -0.6122 -2.6773 2.3568 -0.16 0.51 -0.67
H 1.8292 -1.6906 2.1288 0.18 0.50 -1.46
H 2.1004 -2.3417 0.4303 -0.54 1.63 1.02
H 0.0430 -0.4286 -3.3226 0.84 -0.17 0.37
H 1.9237 2.1220 -2.6780 -0.60 0.54 1.75
H 1.5709 3.4622 -1.3526 -0.15 -1.71 -0.50
H 2.0707 1.7281 -0.8786 -0.81 1.05 -1.02
H -0.7087 1.6431 -3.7015 0.26 1.14 1.13
H -1.5530 3.0067 -2.7940 1.46 -0.88 0.07
H 0.1872 3.2235 -3.3827 -1.24 -1.27 0.87
B 3.7014 -3.9396 3.5155 1.05 -0.41 0.47
F 2.3247 -3.6809 3.1781 0.11 0.17 -0.09
F 3.8069 -5.2303 4.1270 -0.27 1.09 -0.57
F 4.4951 -3.9057 2.3208 -0.81 0.11 0.72
F 4.1627 -2.9348 4.4278 -0.55 -0.65 -0.79
```
Forces are in eV/Å.

The value obtained for the relative energy (zero: lowest compared OMol25 entry of this formula, charge and spin) is 119.4 kcal/mol. The value obtained for the molar mass is 618.7 g/mol. Its LUMO energy is -2.40 eV. The calculation puts the total energy at -2049.60288 hartree. The calculation puts the HOMO energy at -0.3623 hartree. The calculation puts the HOMO-LUMO gap at 0.2742 hartree.

Computed, not measured: a cluster of 3 separate species, C3H13NO3 in total, with ωB97M-V with the def2-TZVPD basis set.

Structure (XYZ):
```
20
Properties=species:S:1:pos:R:3:forces:R:3
C -0.6511 -2.2980 -2.1666 0.01 -0.47 -0.63
C -0.8797 -0.8487 -1.8333 -1.33 0.70 0.30
N -0.6019 -0.5658 -0.4328 1.15 -0.10 -0.79
C -1.1923 0.6203 0.1041 -0.24 -0.29 0.48
O -0.6906 0.9009 1.3891 -0.11 0.12 0.42
H -1.0457 -2.5596 -3.1572 0.20 0.32 0.07
H -1.2222 -2.9410 -1.4949 0.18 0.04 0.26
H 0.4020 -2.5819 -2.1505 -0.03 -0.02 0.17
H -0.3538 -0.1289 -2.4748 0.22 -0.32 0.03
H -1.9496 -0.6287 -1.9944 0.01 -0.09 -0.32
H -0.6987 -1.4030 0.1222 -0.34 0.17 0.28
H -2.2818 0.4981 0.1890 -0.12 0.26 0.01
H -0.9780 1.4930 -0.5207 -0.01 -0.26 -0.33
H -0.0303 0.2485 1.6422 0.13 -0.02 -0.27
O 2.1185 -1.0187 -0.0917 0.42 0.18 -0.28
H 1.5074 -0.6622 -0.7552 -0.20 -0.08 0.52
H 2.9139 -0.4842 -0.1909 0.07 -0.14 0.08
O 2.0064 3.7973 4.7861 -0.03 -0.01 -0.28
H 1.7584 3.8970 3.8567 0.04 -0.05 0.26
H 1.8690 4.6656 5.1737 -0.01 0.04 0.01
```
Forces are in eV/Å.

As for the SMILES: CCNCO.O.O. The value obtained for the relative energy (zero: lowest compared OMol25 entry of this formula, charge and spin) is 22.7 kcal/mol. The value obtained for the molar mass is 111.1 g/mol. Its LUMO energy is 0.80 eV. The calculation puts the total energy at -402.54430 hartree. The calculation puts the HOMO energy at -0.3298 hartree. The calculation puts the HOMO-LUMO gap at 0.3594 hartree.